{"formula": "C2H6BrP", "method": "the ωB97M-V functional and the def2-TZVPD basis", "total_charge": 0, "homo_energy_ha": [-0.313, -0.327], "energy_ha": -2995.04791, "de_lowest_ev": 3.745, "elements": ["C", "C", "P", "Br", "H", "H", "H", "H", "H", "H"], "coordinates": [[-1.289, 0.739, 0.056], [-0.611, -0.519, 0.239], [1.129, -0.579, -0.158], [4.049, -0.050, -0.052], [-1.109, 1.425, 0.846], [-2.349, 0.456, 0.297], [-1.067, 1.316, -0.876], [-0.905, -1.000, 1.143], [1.368, -1.962, -0.159], [0.786, 0.173, -1.337]], "atomic_forces_ev_per_a": [[-2.0, 0.4, -0.7], [3.6, 0.1, 0.7], [-1.4, 0.6, -0.2], [-1.5, -0.2, 0.0], [0.5, 0.7, 1.1], [0.4, 0.8, -1.1], [-0.6, -0.8, 0.5], [-0.5, -0.9, 0.4], [0.2, 0.2, -0.6], [1.3, -0.9, 0.0]], "nbo_charge": [-0.707, -0.386, 0.634, -0.547, 0.251, 0.247, 0.229, 0.201, 0.046, 0.032]}